Record 1
Below is the molecule C6H13NO at a distorted geometry, with properties calculated with ωB97M-V/def2-TZVPD.

Summary:
**Charge**: 0
**HOMO**: -8.311 eV
**Structure (SMILES)**: CCCN(C)CC=O
**Kohn-Sham gap**: 8.2 eV

Last column: Mulliken charge in e.
Geometry (Å):
C 3.52631 0.24987 -0.76256  -1.1929
C 2.18640 -0.28838 -0.22328  -0.3749
C 1.08021 0.68386 0.27956  -0.6378
N -0.20923 0.09404 0.19539  0.1952
C -0.65714 -1.14784 0.80973  -0.7068
C -1.34439 0.98734 0.19806  -0.7351
C -2.50975 0.01316 0.24294  -0.0395
O -2.68088 -0.62000 -0.81677  -0.4935
H 3.37681 0.96453 -1.59816  0.3168
H 4.21306 -0.60440 -0.93658  0.3267
H 4.10295 0.83522 -0.00531  0.2984
H 1.62183 -0.94418 -0.90449  0.3574
H 2.36097 -1.00237 0.61709  0.2860
H 1.09862 1.64026 -0.28349  0.3221
H 1.36950 1.11850 1.28921  0.2842
H -1.58009 -1.09890 0.36182  0.1119
H -0.61793 -1.21265 1.91543  0.2621
H -0.13136 -2.05531 0.49348  0.3277
H -1.26801 1.70011 1.11868  0.3510
H -1.35563 1.51764 -0.77470  0.3788
H -3.35666 0.59759 0.70462  0.3624



Record 2
Below is the molecule C6H13NO at a distorted geometry, with properties calculated with ωB97M-V/def2-TZVPD.

Summary:
**Charge**: 0
**HOMO**: -8.278 eV
**Structure (SMILES)**: CCN(C)[C@H](C)C=O
**Kohn-Sham gap**: 9.1 eV

Last column: Mulliken charge in e.
Geometry (Å):
C -0.46566 -2.42121 -1.48799  -1.0681
C -0.38904 -1.55846 -0.16680  -0.5711
N 0.20436 -0.24538 -0.46589  0.0951
C 1.67082 -0.24458 -0.21425  -1.0831
C -0.54855 0.91155 0.01299  0.1638
C -0.27887 2.07070 -0.97530  -1.4343
C -0.07648 1.24593 1.43536  -0.2539
O -0.27481 0.41762 2.30104  -0.4781
H 0.30786 -2.10972 -2.18047  0.3009
H -1.48944 -2.35545 -1.86225  0.2578
H -0.35504 -3.47467 -1.21697  0.3352
H 0.26506 -2.19213 0.44101  0.3148
H -1.38052 -1.49999 0.27061  0.4040
H 1.89900 0.65608 0.35829  0.3722
H 2.18624 -0.21714 -1.17407  0.2938
H 2.03044 -1.10194 0.34906  0.3656
H -1.61008 0.67445 0.03341  0.5291
H -1.11914 2.76254 -1.07006  0.3662
H 0.54413 2.67227 -0.57115  0.3207
H -0.01837 1.72375 -1.96788  0.3398
H 0.29711 2.19415 1.86266  0.4297



Record 3
Below is a 2-piece molecular cluster, C6H13NO overall at a distorted geometry, with properties calculated with ωB97M-V/def2-TZVPD.

Summary:
**Charge**: 0
**HOMO**: -8.719 eV
**Structure (SMILES)**: [H]/N=C\C.C=C(C)OC
**Kohn-Sham gap**: 9.7 eV

Last column: Mulliken charge in e.
Geometry (Å):
H -2.66478 0.89573 1.02210  0.2222
N -1.86552 0.29106 1.21868  -0.6110
C -1.58167 -0.50450 0.28709  0.3269
C -2.28053 -0.73853 -1.01141  -1.1220
H -0.69108 -1.22340 0.47142  0.3203
H -2.81416 -1.68772 -0.98974  0.3307
H -2.97217 0.07233 -1.24062  0.3287
H -1.53389 -0.79309 -1.80350  0.2752
C 1.78339 -1.36677 -0.80762  -0.9347
C 1.24917 -0.39883 -0.05769  0.6140
C 1.65277 -0.12544 1.36112  -1.1013
O 0.51669 0.61134 -0.74089  -0.3422
C 0.52533 1.93681 -0.24704  -0.8101
H 2.37181 -2.14533 -0.35749  0.2750
H 1.51032 -1.48477 -1.84163  0.2802
H 2.13995 -1.00648 1.77005  0.3788
H 0.76725 0.10718 1.95368  0.3301
H 2.34721 0.71188 1.42458  0.3228
H -0.01533 1.98978 0.70200  0.3681
H 0.01312 2.54153 -0.99520  0.2466
H 1.54210 2.31723 -0.11791  0.3020



Record 4
Below is the molecule C6H13NO at a distorted geometry, with properties calculated with ωB97M-V/def2-TZVPD.

Summary:
**Charge**: 0
**HOMO**: -8.352 eV
**Structure (SMILES)**: CCN(C)CC(C)=O
**Kohn-Sham gap**: 9.2 eV

Last column: Mulliken charge in e.
Geometry (Å):
C -1.75578 -0.95311 -0.49571  -0.9028
C -0.59669 -0.17744 -1.09497  -0.7144
N 1.12911 -0.22459 -0.67724  -0.1634
C 1.52486 -1.61316 -0.52410  -0.9541
C 1.42182 0.53737 0.49937  -0.6058
C -0.01945 0.71315 1.10540  0.7254
C -0.57763 2.11319 0.94413  -1.2854
O -0.40394 -0.07777 1.96881  -0.5702
H -2.48514 -0.29542 -0.01604  0.2861
H -1.42127 -1.69457 0.23427  0.2523
H -2.28127 -1.50874 -1.28016  0.3190
H -0.86070 0.84289 -1.37693  0.3362
H -0.38314 -0.63329 -2.06430  0.5376
H 0.95266 -2.09170 0.28522  0.3481
H 2.58848 -1.67382 -0.26389  0.3665
H 1.41507 -2.14302 -1.47375  0.2802
H 1.86147 1.50422 0.24507  0.3168
H 2.01285 0.02439 1.26523  0.3945
H -1.66745 2.05989 0.94896  0.2753
H -0.25764 2.56596 0.00600  0.3755
H -0.19623 2.72557 1.76462  0.3824



Record 5
Below is the molecule C6H13NO at a distorted geometry, with properties calculated with ωB97M-V/def2-TZVPD.

Summary:
**Charge**: 0
**HOMO**: -8.413 eV
**Structure (SMILES)**: CCNCCCC=O
**Kohn-Sham gap**: 9.4 eV

Last column: Mulliken charge in e.
Geometry (Å):
C -3.14912 -0.32838 0.18976  -1.0383
C -2.09799 0.52943 -0.46604  -0.3752
N -0.75079 -0.08184 -0.36816  -0.3746
C 0.29657 0.94051 -0.43697  -0.5936
C 1.57590 0.17949 -0.89870  -0.7909
C 2.58388 -0.20081 0.24417  -0.6547
C 2.12483 -1.03944 1.37908  0.0566
O 0.98401 -1.18493 1.75744  -0.4880
H -3.57156 -1.08155 -0.50774  0.2462
H -3.97051 0.23719 0.61140  0.3492
H -2.76744 -0.86277 1.08346  0.3062
H -2.23819 0.67830 -1.55803  0.2664
H -2.00919 1.54739 -0.04497  0.3170
H -0.62173 -0.59892 0.49330  0.2607
H 0.12932 1.71077 -1.19671  0.4504
H 0.50639 1.40100 0.54623  0.3824
H 2.33503 0.69745 -1.56656  0.2843
H 1.33486 -0.72269 -1.44582  0.4320
H 3.11867 0.70416 0.54356  0.3131
H 3.36919 -0.78490 -0.29840  0.3185
H 2.81786 -1.73944 1.93973  0.3321



Record 6
Below is the molecule C6H13NO at a distorted geometry, with properties calculated with ωB97M-V/def2-TZVPD.

Summary:
**Charge**: 0
**HOMO**: -9.329 eV
**Structure (SMILES)**: C[C@@H]1C[C@H](CO)N1C
**Kohn-Sham gap**: 10.3 eV

Last column: Mulliken charge in e.
Geometry (Å):
C 2.06668 -0.27647 -0.94857  -1.4772
C 1.21723 -0.17274 0.11928  0.4701
C 0.44150 -1.48120 0.44550  -0.7583
C -0.82376 -0.39329 0.65982  0.1775
C -2.24844 -0.82307 -0.02933  -0.5465
O -2.84706 0.21686 -0.89428  -0.5863
N -0.11476 0.65139 -0.13025  -0.3418
C -0.03823 1.99523 0.35855  -0.9248
H 3.14980 -0.71220 -0.77747  0.3093
H 1.66860 -0.76684 -1.80240  0.3984
H 2.39588 0.81309 -1.17943  0.2943
H 1.73847 0.26355 1.04832  0.2659
H 0.63082 -1.91514 1.46328  0.2742
H 0.63728 -2.12870 -0.53800  0.2454
H -0.98075 -0.13909 1.74789  0.3393
H -1.97460 -1.63430 -0.70812  0.2683
H -3.01052 -1.15059 0.77597  0.2674
H -1.81013 0.70662 -1.09383  0.4323
H 0.55558 2.55367 -0.44841  0.2611
H -1.14453 2.36363 0.52663  0.3008
H 0.49094 2.02956 1.40486  0.3307